Arrangement i

Here is the molecule C19H24N4O3 from OMol25. Energies are from ωB97M-V/def2-TZVPD.

Output
Frontier orbital gap ... 9.38 eV
SMILES ... COc1ccc(C(=O)N2CCN(Cc3nc(CC4CC4)no3)CC2)cc1
Total charge ... 0
2S+1 ... 1
HOMO level ... -8.66 eV

Element x y z (Å)
C: -2.54859 7.81369 -2.52685
O: -2.12211 6.57041 -3.02980
C: -1.52080 5.69489 -2.18047
C: -1.30315 5.91722 -0.82481
C: -0.68014 4.94798 -0.05738
C: -0.28390 3.74137 -0.61403
C: 0.44486 2.74091 0.22703
O: 1.54190 2.98213 0.69711
N: -0.18575 1.56161 0.44066
C: -1.49777 1.18736 -0.01998
C: -1.39605 -0.04900 -0.91588
N: -0.77564 -1.12550 -0.16640
C: -0.77875 -2.37888 -0.89719
C: -0.40836 -3.50378 0.00004
N: 0.59052 -4.32019 -0.13535
C: 0.46023 -5.15354 0.94081
C: 1.40993 -6.25081 1.23912
C: 2.73429 -5.67048 1.69681
C: 2.88805 -5.23389 3.12133
C: 3.60005 -6.45830 2.63098
N: -0.56409 -4.84899 1.68504
O: -1.14357 -3.77556 1.08122
C: 0.56223 -0.74040 0.25473
C: 0.47677 0.49166 1.15220
C: -0.49010 3.52777 -1.97503
C: -1.09979 4.49046 -2.74890
H: -1.71073 8.39564 -2.13021
H: -3.30942 7.69328 -1.74881
H: -2.98266 8.34062 -3.37506
H: -1.60578 6.84033 -0.35653
H: -0.50082 5.12987 0.99158
H: -1.96179 2.01354 -0.55820
H: -2.11434 0.93303 0.85087
H: -2.39850 -0.36086 -1.21667
H: -0.81819 0.20002 -1.82395
H: -1.79359 -2.55541 -1.26653
H: -0.07934 -2.38600 -1.75017
H: 0.97966 -6.87831 2.01931
H: 1.56097 -6.84193 0.33305
H: 3.22430 -5.07609 0.93581
H: 3.46924 -4.34896 3.33095
H: 2.04423 -5.36581 3.78133
H: 3.24315 -7.42114 2.96327
H: 4.67031 -6.41474 2.49949
H: 1.00887 -1.56660 0.81086
H: 1.20675 -0.51959 -0.61455
H: 1.47205 0.83925 1.43292
H: -0.09633 0.24556 2.05256
H: -0.15693 2.60731 -2.43185
H: -1.26142 4.33884 -3.80443

Atom charges from the Löwdin analysis, given in e for atoms 1 to 5: -0.089, -0.082, -0.274, -0.010, -0.008

Arrangement ii

Here is the molecule C19H24N4O3 from OMol25. Energies are from ωB97M-V/def2-TZVPD.

Output
Frontier orbital gap ... 8.87 eV
SMILES ... [H]/N=c1/[nH]cc(C(=O)N2C[C@H](C)[C@H](NC(=O)CCc3cccc(C)c3)C2)o1
Total charge ... 0
2S+1 ... 1
HOMO level ... -8.30 eV

Element x y z (Å)
H: -0.39029 -2.68736 6.74889
N: -0.81590 -1.85454 7.13992
C: -1.26872 -1.10146 6.23540
N: -1.91112 0.10285 6.41559
C: -2.26981 0.63030 5.19247
C: -1.84544 -0.21868 4.25503
C: -2.04257 -0.12106 2.79374
O: -2.82602 0.71321 2.36302
N: -1.35790 -0.96054 1.98228
C: -0.13013 -1.70721 2.29268
C: 0.63658 -1.69035 0.97006
C: 1.44442 -0.40327 0.82125
C: -0.51895 -1.79963 -0.03456
N: -0.14637 -1.50231 -1.39650
C: -0.96201 -1.81098 -2.44664
O: -2.00488 -2.41868 -2.30025
C: -0.48492 -1.26282 -3.77313
C: -0.84096 0.24584 -3.88401
C: 0.38228 1.12180 -3.81409
C: 1.18392 1.32681 -4.93081
C: 2.34686 2.07640 -4.82685
C: 2.72350 2.62415 -3.61056
C: 1.93535 2.43999 -2.47767
C: 2.33921 3.02531 -1.15176
C: 0.76986 1.69155 -2.60269
C: -1.57948 -0.85700 0.54139
O: -1.22320 -1.30366 4.87762
H: -2.10127 0.48385 7.32298
H: -2.80409 1.55554 5.07763
H: 0.42343 -1.22424 3.09499
H: -0.36308 -2.72523 2.61153
H: 1.29712 -2.55612 0.90203
H: 0.80326 0.47985 0.86463
H: 2.17195 -0.32457 1.63043
H: 2.00753 -0.36589 -0.11374
H: -0.91085 -2.81930 -0.01938
H: 0.68133 -0.95947 -1.57551
H: -0.98868 -1.83931 -4.54602
H: 0.59112 -1.40007 -3.88762
H: -1.54811 0.51841 -3.09892
H: -1.34693 0.41669 -4.83482
H: 0.89372 0.90318 -5.88554
H: 2.96205 2.23864 -5.70288
H: 3.63217 3.21077 -3.54020
H: 1.50512 3.02307 -0.45035
H: 3.15326 2.45141 -0.70299
H: 2.68869 4.05198 -1.26323
H: 0.13027 1.56292 -1.73383
H: -1.42818 0.16974 0.19550
H: -2.59315 -1.15056 0.27546

Atom charges from the Löwdin analysis, given in e for atoms 1 to 5: 0.050, 0.134, -0.484, 0.122, 0.006

Name the most stable of them. arrangement ii.

Arrangement i

Here is the molecule C3H5N3O from OMol25. Energies are from ωB97M-V/def2-TZVPD.

Output
Frontier orbital gap ... 8.01 eV
SMILES ... Nc1c[nH]c(O)n1
Total charge ... 0
2S+1 ... 1
HOMO level ... -7.53 eV

Element x y z (Å)
N: 2.07098 0.57687 -0.03480
C: 0.77780 0.13103 -0.28434
C: 0.26482 -1.12444 -0.08142
N: -1.05842 -1.05003 -0.51658
C: -1.29205 0.28247 -0.57488
O: -2.23418 0.71328 0.32147
N: -0.20098 1.00535 -0.67748
H: 2.38625 0.24850 0.86752
H: 2.15042 1.58336 -0.09937
H: 0.54875 -1.91564 0.58977
H: -1.77644 -1.73014 -0.32926
H: -1.65218 1.25285 0.88604

Atom charges from the Löwdin analysis, given in e for atoms 1 to 5: 0.090, -0.419, -0.059, 0.097, -0.460

Arrangement ii

Here is the molecule C3H5N3O from OMol25. Energies are from ωB97M-V/def2-TZVPD.

Output
Frontier orbital gap ... 9.97 eV
SMILES ... [H]/N=N\CCN=C=O
Total charge ... 0
2S+1 ... 1
HOMO level ... -9.53 eV

Element x y z (Å)
H: 0.79891 -1.54195 -0.93963
N: 0.68772 -2.11442 -0.19071
N: -0.04937 -1.70295 0.68819
C: -0.82089 -0.51721 0.48730
C: -0.57687 0.61133 -0.60457
N: 0.59570 1.35100 -0.29831
C: 1.61883 1.42231 0.33243
O: 2.47473 1.81865 1.01706
H: -0.88727 0.05875 1.46513
H: -1.94860 -0.90424 0.26353
H: -0.53554 0.20916 -1.69419
H: -1.35736 1.30956 -0.52623

Atom charges from the Löwdin analysis, given in e for atoms 1 to 5: -0.003, 0.090, -0.084, -0.227, -0.209

Name the most stable of them. arrangement i.

Arrangement i

Here is a cluster of 2 separate species, C3H5N3O in total from OMol25. Energies are from ωB97M-V/def2-TZVPD.

Output
Frontier orbital gap ... 9.37 eV
Total charge ... 0
2S+1 ... 1
HOMO level ... -9.05 eV

Element x y z (Å)
N: -1.76315 -0.84993 0.97137
C: -0.64610 -1.57428 1.13745
N: 0.34712 -2.15531 1.30593
C: 1.59541 0.51818 0.02662
O: 1.86461 -0.54477 -0.67301
C: 0.70696 1.42094 -0.73239
N: -0.56472 1.35650 -0.62389
H: -2.55413 -1.38280 0.63425
H: -1.57638 0.01104 0.43713
H: 2.36792 -1.15865 -0.10910
H: 1.23440 2.22794 -1.26290
H: -1.01194 2.13113 -1.11148

Atom charges from the Löwdin analysis, given in e for atoms 1 to 5: 0.085, -0.388, 0.116, -0.070, 0.022

Arrangement ii

Here is a cluster of 2 separate species, C3H5N3O in total from OMol25. Energies are from ωB97M-V/def2-TZVPD.

Output
Frontier orbital gap ... 9.57 eV
Total charge ... 0
2S+1 ... 1
HOMO level ... -8.59 eV

Element x y z (Å)
O: -1.95847 0.19093 -0.99901
C: -1.73996 0.33953 0.37700
C: -0.33888 0.64918 0.74852
N: 0.79689 0.87905 0.58258
N: 2.05531 0.86953 0.45765
C: 1.58730 -1.60043 -0.69303
N: 0.44937 -1.78973 -0.73628
H: -1.47884 -0.60598 -1.27630
H: -2.03253 -0.55914 0.93799
H: -2.37079 1.16324 0.72835
H: 2.39901 1.82837 0.50412
H: 2.63159 -1.36455 -0.63159

Atom charges from the Löwdin analysis, given in e for atoms 1 to 5: -0.060, -0.259, 0.022, -0.129, 0.011

Name the most stable of them. arrangement i.